Entry 1:
Entry from the OMol25 dataset: a structure of composition C30H32N4NdO4Se2 (ωB97M-V with the def2-TZVPD basis set).

Computed properties:
- LUMO level (alpha / beta) (eV) = 1.8566 / 1.8576
- total charge = -1
- relative energy (zero: lowest compared OMol25 entry of this formula, charge and spin) (kJ/mol) = 60.25
- <S²> = 3.753
- 2S+1 = 4

Each line ends with the Löwdin charge.
Geometry (Å):
Nd: 7.788 9.823 12.339  1.55
O: 9.797 8.997 13.357  -0.29
C: 9.867 8.106 14.308  -0.36
C: 11.053 7.928 15.069  -0.02
C: 11.164 6.963 16.052  -0.10
C: 10.017 6.539 16.699  -0.12
C: 8.776 6.763 16.114  -0.03
C: 8.714 7.342 14.795  -0.14
C: 7.590 7.148 13.939  -0.14
N: 7.589 7.494 12.699  -0.18
C: 6.789 6.655 11.797  -0.20
C: 7.223 6.931 10.348  -0.20
N: 7.679 8.319 10.281  -0.10
C: 8.153 8.695 9.144  -0.17
C: 7.841 9.875 8.441  -0.16
C: 8.265 10.038 7.108  -0.06
C: 8.099 11.256 6.472  -0.12
C: 7.400 12.282 7.148  -0.10
C: 6.830 12.094 8.382  -0.02
C: 7.147 10.947 9.154  -0.37
O: 6.777 10.906 10.385  -0.22
H: 11.895 8.548 14.755  0.11
H: 12.126 6.667 16.401  0.09
H: 10.057 6.010 17.657  0.10
H: 7.827 6.481 16.575  0.12
H: 6.712 6.645 14.344  0.14
H: 5.705 6.850 11.948  0.12
H: 7.006 5.617 12.055  0.11
H: 6.332 6.807 9.704  0.12
H: 8.030 6.208 10.102  0.12
H: 8.740 7.999 8.515  0.13
H: 8.848 9.248 6.669  0.10
H: 8.480 11.362 5.460  0.09
H: 7.327 13.227 6.627  0.09
H: 6.166 12.850 8.858  0.13
N: 10.283 10.059 10.802  0.06
C: 10.641 11.405 10.607  -0.24
C: 11.732 11.650 9.778  -0.01
C: 12.078 12.973 9.443  -0.08
C: 11.412 14.047 9.991  -0.05
C: 10.311 13.811 10.817  -0.15
C: 9.503 14.878 11.269  0.00
C: 8.406 14.622 12.079  -0.02
C: 8.135 13.278 12.367  -0.13
N: 8.856 12.232 11.939  0.02
C: 9.952 12.474 11.176  -0.16
H: 10.686 9.563 11.623  0.09
H: 10.482 9.546 9.957  0.08
H: 12.299 10.823 9.335  0.12
H: 12.902 13.120 8.779  0.09
H: 11.696 15.064 9.719  0.11
H: 9.750 15.883 11.005  0.10
H: 7.813 15.446 12.473  0.11
H: 7.275 12.998 12.985  0.08
O: 4.841 8.125 16.503  -0.12
C: 4.827 9.269 17.313  -0.25
C: 5.594 10.530 16.742  -0.56
C: 5.494 11.697 17.777  -0.26
O: 6.015 12.911 17.352  -0.09
C: 7.044 10.118 16.492  -0.58
Se: 8.104 11.279 15.326  0.46
C: 4.891 10.994 15.500  -0.56
Se: 5.016 10.033 13.724  0.37
H: 4.750 8.391 15.538  0.00
H: 5.258 9.021 18.276  0.11
H: 3.813 9.603 17.551  0.11
H: 5.881 11.403 18.770  0.12
H: 4.446 11.923 18.004  0.12
H: 6.844 12.717 16.891  -0.02
H: 7.071 9.108 16.102  0.02
H: 7.553 10.138 17.469  0.06
H: 5.347 11.904 15.185  -0.01
H: 3.786 11.108 15.538  0.06

***

Entry 2:
Entry from the OMol25 dataset: the molecule C30H32N4O5 (ωB97M-V with the def2-TZVPD basis set).

Computed properties:
- LUMO level (eV) = 0.4708
- SMILES string = CC(C)C[C@H](NC(=O)[C@@H]1Cc2c([nH]c3ccccc23)[C@H]2c3ccccc3C(=O)N21)C(=O)N1CCC[C@@H]1C(=O)O
- relative energy (zero: lowest compared OMol25 entry of this formula, charge and spin) (kJ/mol) = 38.57

Each line ends with the Löwdin charge.
Geometry (Å):
C: 5.628 0.514 0.996  -0.06
C: 4.843 1.500 0.133  -0.41
C: 5.050 1.201 -1.351  -0.07
C: 3.357 1.539 0.511  -0.11
C: 2.635 0.195 0.423  -0.19
N: 1.200 0.421 0.407  0.14
C: 0.335 -0.404 -0.192  -0.41
O: 0.654 -1.350 -0.889  0.06
C: -1.136 0.003 0.045  -0.14
C: -2.077 -1.155 -0.330  -0.04
C: -3.399 -0.646 -0.784  -0.10
C: -3.481 0.481 -1.551  -0.13
N: -4.786 0.775 -1.842  0.15
C: -5.575 -0.183 -1.263  -0.20
C: -6.955 -0.331 -1.276  -0.03
C: -7.489 -1.409 -0.602  -0.10
C: -6.673 -2.323 0.071  -0.10
C: -5.303 -2.185 0.087  -0.02
C: -4.734 -1.104 -0.585  -0.11
C: -2.247 1.251 -1.886  -0.11
C: -2.428 2.719 -2.122  -0.10
C: -3.106 3.389 -3.120  -0.03
C: -3.122 4.777 -3.083  -0.07
C: -2.471 5.476 -2.076  -0.07
C: -1.780 4.805 -1.079  0.01
C: -1.767 3.422 -1.115  -0.06
C: -1.130 2.455 -0.197  -0.37
O: -0.469 2.675 0.803  0.07
N: -1.409 1.223 -0.692  0.06
C: 2.879 -0.654 1.674  -0.41
O: 2.785 -0.171 2.793  0.09
N: 3.109 -1.964 1.517  0.02
C: 3.183 -2.747 0.295  -0.13
C: 3.415 -4.175 0.790  -0.14
C: 2.730 -4.184 2.155  -0.11
C: 3.071 -2.801 2.709  -0.17
C: 2.002 -2.270 3.660  -0.52
O: 0.846 -2.138 3.362  0.11
O: 2.474 -2.104 4.894  0.12
H: 6.696 0.638 0.832  0.08
H: 5.418 0.679 2.050  0.08
H: 5.364 -0.511 0.750  0.07
H: 5.237 2.504 0.327  0.13
H: 4.492 1.903 -1.965  0.08
H: 6.104 1.286 -1.607  0.08
H: 4.725 0.193 -1.601  0.07
H: 3.255 1.896 1.538  0.12
H: 2.844 2.246 -0.145  0.12
H: 2.888 -0.350 -0.488  0.13
H: 0.843 1.187 0.973  0.12
H: -1.242 0.249 1.110  0.17
H: -1.596 -1.724 -1.134  0.13
H: -2.180 -1.819 0.528  0.13
H: -5.109 1.580 -2.351  0.15
H: -7.587 0.375 -1.795  0.11
H: -8.559 -1.552 -0.591  0.10
H: -7.133 -3.153 0.586  0.10
H: -4.678 -2.894 0.608  0.11
H: -1.714 0.769 -2.721  0.18
H: -3.602 2.854 -3.917  0.12
H: -3.649 5.321 -3.852  0.10
H: -2.501 6.555 -2.074  0.10
H: -1.263 5.332 -0.293  0.12
H: 2.247 -2.665 -0.265  0.11
H: 4.008 -2.400 -0.335  0.12
H: 4.482 -4.367 0.909  0.11
H: 3.000 -4.915 0.110  0.11
H: 1.648 -4.256 2.033  0.13
H: 3.076 -4.987 2.802  0.12
H: 4.039 -2.780 3.225  0.16
H: 1.791 -1.718 5.464  0.14

***

Entry 3:
Entry from the OMol25 dataset: a structure of composition C30H32N8NiO5S3 (ωB97M-V with the def2-TZVPD basis set).

Computed properties:
- LUMO level (alpha / beta) (eV) = -0.7694 / -0.7780
- <S²> = 2.006
- 2S+1 = 3

Each line ends with the Löwdin charge.
Geometry (Å):
Ni: 0.785 -0.311 -1.020  0.50
N: 0.690 -2.240 -1.778  -0.02
C: 1.198 -2.284 -3.151  -0.22
C: 2.462 -1.441 -3.199  -0.22
N: 2.134 -0.085 -2.731  -0.03
H: 1.334 -2.753 -1.171  0.04
H: -0.247 -2.625 -1.709  0.08
H: 0.438 -1.858 -3.811  0.11
H: 1.405 -3.306 -3.480  0.12
H: 2.881 -1.437 -4.209  0.12
H: 3.205 -1.861 -2.520  0.10
H: 1.650 0.435 -3.457  0.07
H: 2.971 0.419 -2.461  0.06
C: -6.034 3.092 1.407  -0.05
C: -4.615 2.990 0.921  -0.28
C: -4.035 1.745 0.682  -0.03
C: -2.718 1.636 0.269  -0.07
C: -1.958 2.786 0.088  -0.35
C: -2.518 4.033 0.311  -0.07
C: -3.840 4.128 0.728  -0.04
S: -0.329 2.671 -0.650  0.85
O: -0.476 1.175 -3.578  -0.03
O: 0.325 3.976 -0.336  -0.49
N: 0.252 1.361 0.053  -0.31
C: 0.230 1.218 1.436  -0.32
C: 0.202 2.235 2.357  -0.02
C: 0.175 1.948 3.739  -0.07
C: 0.183 0.664 4.204  -0.05
C: 0.199 -0.410 3.279  -0.15
C: 0.222 -1.769 3.671  0.00
C: 0.214 -2.748 2.722  -0.03
C: 0.178 -2.369 1.365  -0.12
N: 0.181 -1.124 0.962  0.07
C: 0.200 -0.135 1.904  -0.19
H: -6.696 2.439 0.837  0.08
H: -6.407 4.112 1.323  0.07
H: -6.108 2.795 2.454  0.08
H: -4.617 0.844 0.836  0.12
H: -2.279 0.662 0.088  0.10
H: -1.909 4.917 0.174  0.10
H: -4.274 5.104 0.912  0.11
H: 0.241 3.262 2.020  0.10
H: 0.165 2.775 4.437  0.10
H: 0.185 0.449 5.264  0.11
H: 0.252 -2.013 4.726  0.12
H: 0.254 -3.798 2.972  0.11
H: 0.155 -3.140 0.608  0.10
O: 2.431 -4.973 1.110  -0.31
S: 3.552 -4.232 0.592  0.63
O: 4.425 -4.895 -0.335  -0.29
N: 3.021 -2.812 -0.038  -0.12
C: 3.468 -1.773 0.628  -0.77
S: 3.084 -0.164 0.294  0.76
C: 4.344 -2.132 1.790  -0.23
C: 4.961 -1.295 2.703  -0.03
C: 5.713 -1.874 3.716  -0.06
C: 5.840 -3.257 3.817  -0.07
C: 5.214 -4.099 2.904  -0.03
C: 4.475 -3.501 1.905  -0.23
H: 4.843 -0.223 2.619  0.10
H: 6.207 -1.242 4.443  0.10
H: 6.430 -3.683 4.617  0.10
H: 5.303 -5.174 2.973  0.12
C: -4.294 -0.521 -3.349  -0.02
N: -3.082 0.296 -3.239  -0.02
C: -3.254 1.627 -3.314  -0.04
C: -2.342 2.631 -3.297  -0.01
C: -0.957 2.398 -3.419  -0.42
N: -0.759 0.195 -2.537  0.07
C: -1.981 -0.333 -2.557  -0.53
O: -2.214 -1.368 -1.939  0.03
N: -0.098 3.377 -3.716  0.21
H: -4.772 -0.315 -4.305  0.09
H: -4.978 -0.301 -2.528  0.10
H: -4.012 -1.566 -3.291  0.09
H: -4.296 1.919 -3.404  0.14
H: -2.700 3.649 -3.290  0.12
H: -0.354 4.316 -3.451  0.13
H: 0.879 3.160 -3.592  0.13

***

Number 1: strongest force on any atom 2.60 eV/A. Number 2: strongest force on any atom 0.68 eV/A. Number 3: strongest force on any atom 0.58 eV/A.